{
  "formula": "C13H23ClNPPb",
  "method": "ωB97M-V with the def2-TZVPD basis set",
  "e_lumo_ev": 0.22,
  "multiplicity": 1,
  "total_energy_ev": -42399.752,
  "largest_force_ha_per_bohr": 0.062,
  "orbital_gap_ev": 7.419,
  "charge": 0,
  "symbols": ["C", "C", "C", "C", "C", "C", "C", "C", "N", "Pb", "C", "P", "H", "H", "H", "H", "H", "H", "H", "H", "C", "C", "H", "C", "C", "H", "H", "H", "H", "H", "H", "H", "H", "H", "H", "H", "H", "H", "H", "Cl"],
  "xyz": [[-2.504, 0.197, -2.360], [-2.369, -1.011, -1.695], [-1.788, -1.074, -0.414], [-1.459, 0.121, 0.244], [-1.438, 1.298, -0.498], [-2.022, 1.383, -1.775], [-1.638, -2.449, 0.185], [-0.240, -3.123, 0.026], [0.955, -2.316, 0.054], [-1.904, 0.610, 2.663], [-0.845, 2.550, 0.099], [0.835, 2.264, 0.659], [-2.728, -1.934, -2.182], [-2.082, 2.316, -2.331], [-2.973, 0.230, -3.327], [-1.439, 2.917, 0.954], [-0.793, 3.333, -0.666], [-1.903, -2.437, 1.245], [-2.316, -3.162, -0.309], [-0.118, -3.819, 0.867], [1.507, 3.695, 1.498], [1.842, 1.958, -0.803], [-0.214, -3.669, -0.934], [1.415, -1.668, -1.132], [1.920, -2.491, 1.112], [0.065, 1.116, 2.290], [1.966, -2.395, -1.771], [0.559, -1.265, -1.702], [2.091, -0.835, -0.865], [2.622, -3.316, 0.861], [2.508, -1.567, 1.258], [1.395, -2.716, 2.058], [1.976, 2.943, -1.298], [2.839, 1.515, -0.604], [1.342, 1.285, -1.518], [1.616, 4.563, 0.821], [0.833, 3.955, 2.328], [2.494, 3.413, 1.903], [0.823, 1.076, 1.647], [-0.832, -1.494, 3.413]],
  "mulliken_charge": [-0.66, -0.60, 0.41, 0.05, 0.86, -0.93, -0.84, -1.00, 0.47, 0.43, -1.35, 0.84, 0.33, 0.31, 0.41, 0.41, 0.42, 0.31, 0.40, 0.47, -1.11, -1.28, 0.30, -0.69, -1.00, -0.38, 0.32, 0.21, -0.03, 0.31, 0.24, 0.30, 0.41, 0.36, 0.33, 0.37, 0.35, 0.36, 0.37, -0.51]
}

{
  "formula": "C2H10NOS",
  "method": "ωB97M-V with the def2-TZVPD basis set",
  "e_lumo_ev": -3.45,
  "multiplicity": 1,
  "total_energy_ev": -16601.992,
  "largest_force_ha_per_bohr": 0.045,
  "orbital_gap_ev": 9.706,
  "de_lowest_kcal_mol": 15.97,
  "charge": 1,
  "symbols": ["C", "C", "S", "N", "H", "H", "H", "H", "H", "H", "H", "H", "H", "H", "O"],
  "xyz": [[-0.410, -0.817, 0.690], [-0.295, 0.327, 1.641], [1.152, 0.398, 2.732], [0.515, -0.559, -0.531], [-1.402, -0.887, 0.217], [-0.395, -1.895, 0.890], [-1.294, 0.508, 2.064], [-0.238, 1.262, 1.066], [1.358, -0.872, 2.868], [0.075, -0.008, -1.270], [0.718, -1.514, -0.823], [1.438, -0.161, -0.352], [-0.537, 0.872, -3.614], [-0.108, 2.088, -2.838], [-0.578, 1.258, -2.739]],
  "mulliken_charge": [-0.61, -0.57, -0.14, -0.26, 0.36, 0.39, 0.40, 0.30, 0.13, 0.29, 0.37, 0.36, 0.34, 0.34, -0.70]
}

{
  "formula": "C53H48AsLaN3O9P3S",
  "method": "ωB97M-V with the def2-TZVPD basis set",
  "e_lumo_ev": -0.45,
  "multiplicity": 1,
  "total_energy_ev": -179033.807,
  "largest_force_ha_per_bohr": 0.091,
  "orbital_gap_ev": 6.496,
  "charge": 0,
  "symbols": ["La", "C", "P", "C", "C", "C", "C", "C", "C", "C", "C", "C", "C", "C", "C", "C", "C", "C", "C", "C", "P", "C", "C", "C", "C", "C", "C", "C", "C", "C", "C", "C", "C", "N", "H", "H", "H", "H", "H", "H", "H", "H", "H", "H", "H", "H", "H", "H", "H", "H", "H", "H", "H", "H", "H", "H", "H", "H", "H", "H", "N", "P", "C", "C", "C", "C", "C", "C", "C", "C", "C", "C", "C", "C", "C", "C", "C", "C", "C", "N", "H", "H", "H", "H", "H", "H", "H", "H", "H", "H", "H", "H", "H", "H", "H", "O", "As", "O", "O", "C", "C", "C", "C", "C", "C", "S", "O", "O", "O", "H", "H", "H", "H", "H", "O", "O", "O", "H", "H"],
  "xyz": [[-0.009, -2.009, -0.612], [2.165, -0.187, 2.714], [0.766, 1.049, 2.772], [0.510, 0.936, 4.593], [-0.512, 0.097, 5.026], [-0.774, -0.050, 6.376], [-0.027, 0.650, 7.308], [0.992, 1.487, 6.886], [1.266, 1.625, 5.537], [1.715, 2.617, 2.680], [1.162, 3.760, 3.256], [1.815, 4.975, 3.170], [3.013, 5.072, 2.480], [3.544, 3.951, 1.866], [2.899, 2.731, 1.961], [2.735, -0.450, 1.372], [4.152, -0.766, 1.220], [4.330, -1.133, -0.049], [2.995, -1.052, -0.752], [3.087, -0.192, -2.017], [2.962, 1.628, -1.633], [1.382, 2.167, -2.425], [1.333, 3.535, -2.684], [0.236, 4.129, -3.273], [-0.858, 3.351, -3.618], [-0.840, 1.996, -3.355], [0.262, 1.395, -2.749], [4.013, 2.096, -3.076], [3.613, 1.714, -4.354], [4.413, 1.997, -5.442], [5.619, 2.658, -5.268], [6.025, 3.029, -3.999], [5.222, 2.753, -2.903], [2.077, -0.519, 0.263], [1.706, -1.124, 3.050], [2.954, 0.085, 3.424], [-1.097, -0.443, 4.292], [-1.568, -0.708, 6.697], [-0.233, 0.539, 8.362], [1.581, 2.031, 7.609], [2.067, 2.280, 5.225], [0.225, 3.682, 3.793], [1.390, 5.850, 3.639], [3.527, 6.020, 2.419], [4.465, 4.022, 1.308], [3.323, 1.866, 1.472], [4.873, -0.701, 2.012], [5.209, -1.488, -0.549], [2.329, -0.524, -2.732], [4.064, -0.371, -2.471], [2.200, 4.128, -2.430], [0.237, 5.190, -3.473], [-1.720, 3.801, -4.087], [-1.683, 1.371, -3.614], [-0.585, -0.312, -2.838], [2.682, 1.182, -4.492], [4.095, 1.696, -6.429], [6.241, 2.882, -6.122], [6.971, 3.532, -3.860], [5.543, 3.040, -1.911], [-2.448, -2.064, 2.504], [-2.277, -0.798, 1.352], [-3.067, 0.532, 2.365], [-2.479, 1.774, 2.543], [-3.062, 2.723, 3.366], [-4.259, 2.449, 4.004], [-4.891, 1.236, 3.780], [-4.299, 0.288, 2.966], [-3.731, -1.048, 0.281], [-4.196, -0.059, -0.504], [-4.945, -0.342, -1.691], [-5.026, -1.606, -2.170], [-4.418, -2.706, -1.480], [-3.972, -2.498, -0.053], [-1.516, -3.059, 2.623], [-1.787, -4.150, 3.465], [-0.808, -5.088, 3.688], [0.431, -4.916, 3.081], [0.602, -3.838, 2.235], [-0.345, -2.924, 1.986], [-3.362, -2.304, 2.871], [-1.560, 2.009, 2.027], [-2.583, 3.681, 3.509], [-4.711, 3.183, 4.654], [-5.849, 1.033, 4.238], [-4.816, -0.641, 2.772], [-3.944, 0.968, -0.277], [-5.384, 0.482, -2.235], [-5.512, -1.789, -3.120], [-4.834, -3.691, -1.661], [-4.655, -2.964, 0.683], [-2.764, -4.239, 3.918], [-0.997, -5.936, 4.330], [1.233, -5.618, 3.242], [1.544, -3.690, 1.724], [1.136, -1.383, -4.499], [0.507, -2.786, -3.308], [1.421, -3.974, -3.939], [0.219, 0.071, -2.443], [-1.218, -3.020, -4.329], [-1.161, -3.129, -5.712], [-2.311, -3.366, -6.442], [-3.525, -3.522, -5.791], [-3.585, -3.453, -4.407], [-2.431, -3.189, -3.707], [-2.369, -2.974, -1.849], [-1.229, -3.895, -1.616], [-1.886, -1.561, -1.828], [-2.744, -3.147, -0.019], [1.696, -1.875, -5.105], [-0.195, -3.029, -6.193], [-2.263, -3.447, -7.518], [-4.429, -3.701, -6.355], [-4.519, -3.624, -3.896], [1.789, -3.000, -0.179], [2.559, -2.331, -1.183], [-0.517, 0.822, -0.040], [0.329, 0.988, 0.406], [-0.673, 1.569, -0.633]],
  "mulliken_charge": [3.28, -1.29, 1.98, 0.66, -0.18, -0.76, -0.69, -0.69, -0.81, 0.23, -0.40, -0.70, -0.70, -0.60, -0.65, -0.67, -1.37, -1.64, 1.65, -1.67, 0.32, 1.13, -0.90, -0.84, -0.96, -0.77, -0.91, 0.40, -0.15, -0.83, -0.54, -0.49, -0.53, 1.86, 0.53, 0.67, 0.21, 0.48, 0.40, 0.44, 0.44, 0.57, 0.43, 0.39, 0.46, 0.01, 0.68, 0.65, -0.17, 1.23, 0.46, 0.41, 0.42, 0.65, -0.54, 0.30, 0.46, 0.38, 0.41, 0.39, 0.56, 1.09, 0.77, 0.13, -0.53, -0.74, -0.82, -0.94, 0.13, -0.21, -1.05, -0.45, -0.84, -1.15, 0.14, -1.44, -0.54, -1.34, -0.40, 0.95, 0.31, 0.44, 0.46, 0.40, 0.44, 0.22, 0.49, 0.43, 0.36, 0.73, 0.61, 0.53, 0.44, 0.49, 0.56, -0.70, 0.67, -0.91, 1.37, -0.64, -0.66, -0.77, -0.92, -0.47, 1.09, 1.03, -0.74, -0.53, -0.45, 0.20, 0.40, 0.38, 0.41, 0.55, -0.71, -0.43, 0.01, -0.90, 0.01]
}

> Among the records above, which one has the highest charge?

C2H10NOS